Entry 1:
Density functional theory data (ωB97M-V with the def2-TZVPD basis set) for C12H22N9O5Tc as an isolated structure.

Structure (XYZ):
```
49
C12H22N9O5Tc ωB97M-V with the def2-TZVPD basis set
Tc -0.120 -0.299 -0.169
C 0.142 1.614 5.036
N -0.527 0.829 4.001
C -1.388 -0.268 4.419
C -0.168 0.906 2.691
N -0.351 -0.036 1.838
N 0.361 2.169 2.359
C 0.993 2.739 1.294
N 0.961 4.110 1.286
N 1.603 2.139 0.316
H 0.081 1.072 5.975
H -0.334 2.588 5.193
H 1.199 1.753 4.809
H -1.812 -0.026 5.389
H -0.845 -1.214 4.505
H -2.213 -0.387 3.716
H -0.678 -0.884 2.290
H 0.150 2.846 3.075
H 0.418 4.599 1.977
H 1.769 4.607 0.948
H 1.933 2.773 -0.399
O -5.851 1.033 0.639
C -5.157 2.119 0.381
O -5.624 3.228 0.422
C -3.707 1.958 0.033
C -2.917 3.034 -0.293
N -1.671 2.566 -0.502
N -1.601 1.240 -0.328
C -2.834 0.848 -0.021
C -3.056 -0.625 0.156
O -4.165 -1.032 0.488
O -2.029 -1.349 -0.088
H -5.304 0.203 0.577
H -3.176 4.074 -0.397
H -0.870 3.071 -0.841
C 1.748 0.695 0.005
H 2.423 0.673 -0.853
H 2.289 0.229 0.835
C 3.117 -3.848 -0.341
N 1.722 -4.214 -0.161
C 0.754 -3.284 -0.078
N -0.519 -3.691 0.054
O 1.082 -2.071 -0.107
H 3.710 -4.758 -0.340
H 3.454 -3.208 0.471
H 3.270 -3.326 -1.285
H 1.467 -5.185 -0.185
H -0.756 -4.665 0.005
H -1.268 -3.002 0.021
```

The calculation puts the gap between HOMO and LUMO (spin up / spin down) at 7.2 / 6.7 eV. The multiplicity is 2. Its charge is +1. The max |F| is 0.25 eV/Å. Its energy above the lowest of the compared OMol25 structures with the same formula, charge and spin is 13.6 kcal/mol. Its LUMO energy (spin up / spin down) is -2.82 / -2.85 eV.

Entry 2:
Density functional theory data (ωB97M-V with the def2-TZVPD basis set) for the molecule C12H22O in a non-equilibrium geometry.

Structure (XYZ):
```
35
C12H22O ωB97M-V with the def2-TZVPD basis set
C -2.324 0.658 0.828
C -1.682 0.237 -0.468
C -1.472 1.285 -1.521
C -0.217 2.182 -1.349
C 1.022 1.297 -1.277
C 0.883 0.371 -0.071
C 0.781 1.197 1.259
C 2.098 -0.584 0.040
C 1.963 -1.834 1.001
C 0.621 -2.586 0.856
C -0.502 -1.653 0.816
C -0.414 -0.506 -0.238
O -0.102 -1.181 -1.500
H -1.699 1.444 1.313
H -3.372 1.085 0.652
H -2.505 -0.131 1.559
H -2.427 -0.482 -0.811
H -2.280 1.978 -1.635
H -1.249 0.833 -2.478
H -0.227 2.788 -2.261
H -0.409 2.873 -0.502
H 1.236 0.844 -2.295
H 1.920 1.868 -1.106
H 0.058 1.956 1.266
H 1.808 1.635 1.405
H 0.605 0.551 2.138
H 2.977 0.031 0.214
H 2.238 -0.865 -1.005
H 2.837 -2.527 0.953
H 1.978 -1.487 2.082
H 0.560 -3.320 1.735
H 0.585 -3.251 -0.019
H -1.484 -2.156 0.572
H -0.665 -1.219 1.809
H -1.141 -1.332 -1.965
```

The calculation puts the gap between HOMO and LUMO at 10.4 eV. Its charge is 0. The max |F| is 5.58 eV/Å. Its energy above the lowest of the compared OMol25 structures with the same formula, charge and spin is 11.0 kcal/mol. Its SMILES is C[C@H]1CCC[C@]2(C)CCCC[C@@]12O. Its LUMO energy is 0.84 eV.